1.
Entry from the OMol25 dataset: a molecular structure, C6H10O at a distorted geometry (wB97M-V/def2-TZVPD).

Atoms and positions in Å:
C1 0.6206 -2.3603 0.2757
C2 0.1012 -1.1531 0.9724
C3 -0.8113 1.1797 0.9129
C4 -0.6370 -0.1729 0.3763
C5 0.4380 0.9131 -0.6200
C6 -0.2855 1.8575 -1.4704
O1 -1.2102 1.6060 -2.2116
H1 1.6694 -2.2314 -0.0450
H2 0.0287 -2.6199 -0.6081
H3 0.6221 -3.2055 0.9715
H4 0.5184 -0.9761 1.9587
H5 -1.7984 1.6609 0.8486
H6 -0.1925 1.4984 1.7573
H7 -1.3378 -0.4210 -0.4283
H8 0.9168 0.1508 -1.2718
H9 1.2204 1.4175 -0.0762
H10 0.1371 2.8561 -1.3419

Cartesian forces (eV/Å) of the 6 atoms listed first:
-0.061 -0.134 -0.008
0.184 -0.230 0.371
0.156 -0.248 -0.235
-0.891 -0.834 0.769
0.423 0.767 -0.466
-0.410 0.422 -0.243

Properties
Gap between HOMO and LUMO (spin up / spin down) (eV): 6.9 / 7.3
E_HOMO (spin up / spin down) (eV): -6.97 / -7.11
Strongest force on any atom (eV/Å): 1.443
Calculated total energy (eV): -8426.501
Energy above the lowest of the compared OMol25 structures with the same formula, charge and spin (eV): 4.739
Charge: 0



2.
Entry from the OMol25 dataset: a molecular structure, C40H50N2NaO3PSSi2 at a distorted geometry (wB97M-V/def2-TZVPD).

Atoms and positions in Å:
Na1 -0.5994 0.4698 -0.2992
C1 -5.1896 0.3668 1.1255
C2 -5.1337 1.7955 0.5774
C3 -5.3774 1.7341 -0.9290
C4 -3.8209 2.4431 0.9707
C5 -2.8781 2.8766 0.0475
C6 -1.6869 3.4462 0.4566
C7 -1.3849 3.5880 1.8037
C8 -0.0621 4.1560 2.2062
C9 -2.3304 3.1732 2.7297
C10 -3.5294 2.6193 2.3195
H1 -6.1269 -0.1107 0.8414
H2 -5.1165 0.3552 2.2099
H3 -4.3676 -0.2123 0.7114
H4 -5.9491 2.3808 1.0396
H5 -4.6411 1.0853 -1.3996
H6 -5.3438 2.7222 -1.3848
H7 -6.3619 1.3048 -1.1191
H8 -3.0662 2.7945 -1.0101
H9 -0.9716 3.7717 -0.2829
H10 0.0326 4.2223 3.2876
H11 0.0915 5.1467 1.7750
H12 0.7184 3.4961 1.8304
H13 -2.1254 3.2660 3.7888
H14 -4.2511 2.3141 3.0683
C11 -1.1121 -0.1893 3.2883
Si1 0.6858 0.3745 3.0435
C12 1.8122 -1.1349 3.5206
C13 1.0633 1.6259 4.4911
N1 0.8265 0.9894 1.4846
C14 1.9739 1.4027 0.8887
C15 3.2204 1.3534 1.5264
C16 4.4109 1.6920 0.9058
C17 4.3867 2.1071 -0.4132
C18 3.1719 2.2041 -1.0653
C19 1.9450 1.8957 -0.4657
N2 0.7649 2.0512 -1.1097
Si2 0.5631 2.5018 -2.7168
C20 1.2611 4.2484 -3.2226
C21 1.1941 1.2585 -4.0401
C22 -1.2825 2.6669 -3.1572
H15 -1.1652 -1.1696 3.7520
H16 -1.6076 -0.2474 2.3267
H17 -1.6694 0.4981 3.9158
H18 1.2720 -1.9332 4.0251
H19 2.6586 -0.8622 4.1483
H20 2.2158 -1.5563 2.6054
H21 1.3523 1.1514 5.4288
H22 0.1923 2.2455 4.6866
H23 1.8720 2.2869 4.1901
H24 3.2359 0.9979 2.5463
H25 5.3498 1.6127 1.4484
H26 5.3086 2.3617 -0.9296
H27 3.1552 2.5159 -2.0989
H28 2.3383 4.2303 -3.3527
H29 1.0570 4.9627 -2.4301
H30 0.8234 4.6453 -4.1357
H31 2.1911 0.8955 -3.8130
H32 1.1968 1.6411 -5.0585
H33 0.5290 0.4029 -4.0042
H34 -1.7096 3.6302 -2.8931
H35 -1.8370 1.8831 -2.6608
H36 -1.4146 2.5320 -4.2272
O1 -3.6353 -1.1483 -1.8568
S1 -2.2825 -1.3117 -1.3563
O2 -1.2850 -0.4881 -2.0337
O3 -2.1705 -1.1645 0.0942
C23 -1.7461 -2.9831 -1.7430
C24 -2.5395 -3.9107 -2.3793
C25 -1.9988 -5.1309 -2.7734
C26 -0.6598 -5.4049 -2.4973
C27 0.1228 -4.4803 -1.8374
C28 -0.4042 -3.2367 -1.4680
P1 0.5252 -1.9908 -0.5017
C29 2.0897 -1.9161 -1.4349
C30 3.1745 -1.3160 -0.7969
C31 4.3707 -1.1300 -1.4620
C32 4.4971 -1.5253 -2.7847
C33 3.4081 -2.0708 -3.4436
C34 2.2066 -2.2521 -2.7798
C35 0.9376 -3.2139 0.8101
C36 -0.1066 -3.4460 1.7077
C37 0.0364 -4.3500 2.7392
C38 1.2386 -5.0251 2.9130
C39 2.2788 -4.8015 2.0278
C40 2.1299 -3.9155 0.9746
H37 -3.5769 -3.6705 -2.5616
H38 -2.5986 -5.8572 -3.3078
H39 -0.2325 -6.3548 -2.7984
H40 1.1577 -4.7132 -1.6203
H41 3.0660 -0.9653 0.2193
H42 5.1976 -0.6525 -0.9570
H43 5.4361 -1.3886 -3.3084
H44 3.4976 -2.3492 -4.4874
H45 1.3512 -2.6429 -3.3146
H46 -1.0232 -2.8840 1.5834
H47 -0.7811 -4.5283 3.4258
H48 1.3712 -5.7013 3.7483
H49 3.2244 -5.3117 2.1689
H50 2.9613 -3.7440 0.3032

Cartesian forces (eV/Å) of the 6 atoms listed first:
0.343 1.170 1.221
-0.066 0.134 0.023
-0.196 -0.106 -0.022
-0.006 0.125 0.222
-0.204 0.072 0.107
-0.098 0.061 -0.019

Properties
Gap between HOMO and LUMO (eV): 3.9
E_HOMO (eV): -0.04
Strongest force on any atom (eV/Å): 1.725
Calculated total energy (eV): -91716.391
Energy above the lowest of the compared OMol25 structures with the same formula, charge and spin (eV): 0.079
Charge: -2



3.
Entry from the OMol25 dataset: a molecular structure, C31H19ClInN3O3S4 at a distorted geometry (wB97M-V/def2-TZVPD).

Atoms and positions in Å:
In1 1.2870 0.7067 -0.2561
O1 5.2436 1.4448 -2.1827
C1 4.0231 1.6554 -2.0067
O2 3.2638 0.9542 -1.2527
C2 3.4268 2.9481 -2.6236
C3 4.3306 3.8469 -3.1298
C4 3.9730 5.1278 -3.5660
C5 2.6535 5.5026 -3.4608
C6 1.7298 4.5496 -3.0143
C7 2.0404 3.2637 -2.5860
S1 0.5725 2.3583 -2.0056
H1 5.3691 3.6116 -3.0660
H2 4.8042 5.8443 -3.7560
H3 2.3166 6.4812 -3.7595
H4 0.6882 4.8284 -3.0110
O3 -0.7434 0.1970 0.0403
C8 -1.8281 -0.6681 -0.0202
C9 -1.8907 -1.5133 1.2054
C10 -2.9638 -1.8664 1.9819
C11 -2.6379 -2.8053 3.0105
C12 -1.3149 -3.0295 3.0511
S2 -0.4526 -2.2507 1.8030
C13 -3.0754 0.1537 -0.0627
C14 -4.2999 -0.1022 -0.6001
C15 -5.2052 0.9883 -0.5723
C16 -4.6205 2.0738 0.0291
S3 -3.0092 1.7706 0.5274
C17 -1.7402 -1.5867 -1.2671
C18 -1.8201 -2.9462 -1.3398
C19 -1.4391 -3.4339 -2.6365
C20 -1.0691 -2.4085 -3.4781
S4 -1.2224 -0.8926 -2.7645
H5 -3.9699 -1.4704 1.8178
H6 -3.3842 -3.2461 3.7190
H7 -0.7950 -3.6881 3.7152
H8 -4.5537 -1.0569 -1.1059
H9 -6.1940 0.9673 -1.0611
H10 -5.1082 3.0146 0.0887
H11 -1.9290 -3.7251 -0.5921
H12 -1.4609 -4.5297 -2.8446
H13 -0.6245 -2.5059 -4.5072
N1 1.7115 -1.4776 -0.5476
C21 1.5551 -2.5665 -0.9108
C22 1.4127 -3.8715 -1.2903
C23 1.8388 -4.3120 -2.5882
N2 2.0686 -4.8392 -3.5944
C24 0.7400 -4.7157 -0.3994
N3 0.2464 -5.4144 0.3746
Cl1 2.8428 -1.4325 3.1902
C25 1.6165 -0.2651 3.6887
C26 0.8330 -0.5638 4.8423
C27 -0.2419 0.2756 5.1884
C28 -0.6126 1.2848 4.2967
C29 0.1904 1.5983 3.1703
C30 1.3291 0.8005 2.8578
C31 2.0743 1.1787 1.6379
H14 1.0167 -1.4996 5.4046
H15 -0.8497 0.0598 6.0954
H16 -1.4461 1.9467 4.3864
H17 -0.0783 2.4227 2.5955
H18 3.0183 0.6014 1.5677
H19 2.3639 2.2258 1.5734

Cartesian forces (eV/Å) of the 6 atoms listed first:
-0.235 0.058 -1.367
-1.367 0.144 -0.040
0.935 0.188 0.364
0.272 -0.002 -0.314
-0.861 -1.655 0.651
-0.058 1.230 -0.157

Properties
Gap between HOMO and LUMO (eV): 6.8
E_HOMO (eV): -2.75
Strongest force on any atom (eV/Å): 3.956
Calculated total energy (eV): -104107.492
Energy above the lowest of the compared OMol25 structures with the same formula, charge and spin (eV): 0.462
Charge: -2



4.
Entry from the OMol25 dataset: 12 unconnected molecules or ions with the total composition C35H65Cl22N3P at a distorted geometry (wB97M-V/def2-TZVPD).

Atoms and positions in Å:
C1 -5.2584 0.2425 4.7492
C2 -4.9469 0.4062 3.2206
C3 -6.0154 0.0260 2.3099
C4 -5.7331 0.1424 0.8309
C5 -4.4592 0.6477 0.3476
C6 -3.4313 0.9996 1.3164
C7 -3.6481 0.8799 2.7338
C8 -2.5881 1.2112 3.8222
C9 -1.1184 1.3492 3.2416
C10 -0.3667 2.0398 4.4661
N1 -0.2181 0.8565 5.3658
C11 -0.0112 -0.2820 4.5616
N2 0.4114 -1.4315 4.9830
N3 -0.3019 0.1071 3.2121
P1 1.3506 0.2187 2.5407
C12 1.6793 1.8608 1.7186
C13 1.6732 -1.0874 1.2496
H1 -6.3062 0.5697 4.9538
H2 -4.5704 0.8245 5.4023
H3 -5.1600 -0.8452 4.9987
H4 -6.9897 -0.3584 2.6660
H5 -6.5809 -0.1881 0.1581
H6 -4.2418 0.7736 -0.7454
H7 -2.4570 1.3649 0.9384
H8 -2.5912 0.3387 4.5333
H9 -2.8707 2.0995 4.4406
H10 -1.0453 1.8726 2.2663
H11 -0.9268 2.9137 4.8603
H12 0.6914 2.3534 4.3150
H13 -0.9754 0.7275 6.0396
H14 0.3371 -2.2968 4.4580
H15 0.7927 -1.4669 5.9317
H16 1.7889 2.7108 2.4284
H17 0.9484 2.0832 0.9020
H18 2.6770 1.7509 1.2104
H19 2.7598 -1.0139 0.9902
H20 1.4476 -2.1117 1.6205
H21 1.1075 -0.8466 0.3178
Cl1 -8.8004 -0.4800 -1.5535
C14 -8.6975 -2.2529 -1.7344
C15 -9.1195 -2.9711 -0.4785
Cl2 -7.9503 -2.7181 0.8273
H22 -7.6771 -2.5049 -2.0195
H23 -9.3580 -2.5279 -2.5569
H24 -9.1725 -4.0450 -0.6597
H25 -10.0967 -2.6386 -0.1318
Cl3 0.2078 1.3429 -1.8450
C16 1.6222 1.5158 -2.9235
C17 2.4831 0.2744 -2.9342
Cl4 3.3199 0.0257 -1.3749
H26 2.1859 2.3924 -2.6038
H27 1.2312 1.7108 -3.9286
H28 3.2556 0.3650 -3.6979
H29 1.8979 -0.6189 -3.1484
Cl5 2.5742 -3.5629 -2.7108
C18 1.9827 -4.0361 -4.3254
C19 2.2390 -2.9663 -5.3596
Cl6 1.2364 -1.5208 -5.0852
H30 0.9213 -4.2673 -4.2424
H31 2.5108 -4.9490 -4.6011
H32 1.9881 -3.3406 -6.3508
H33 3.2829 -2.6585 -5.3677
Cl7 -3.8512 1.5309 -2.8408
C20 -4.2193 2.9337 -3.8841
C21 -5.5564 3.5387 -3.5499
Cl8 -6.8891 2.4561 -3.9967
H34 -4.1730 2.6077 -4.9220
H35 -3.4283 3.6668 -3.7224
H36 -5.6990 4.4669 -4.1039
H37 -5.6389 3.7620 -2.4870
Cl9 -0.6232 5.4780 -4.2857
C22 0.8699 5.3802 -5.2544
C23 0.7887 4.3134 -6.3210
Cl10 0.7748 2.6703 -5.6253
H38 1.7025 5.2036 -4.5747
H39 1.0101 6.3561 -5.7195
H40 1.6588 4.3746 -6.9721
H41 -0.1028 4.4265 -6.9360
Cl11 0.8529 -1.1634 8.5103
C24 2.2632 -1.6354 9.4966
C25 3.5488 -1.5860 8.7067
Cl12 3.6176 -2.8568 7.4559
H42 2.0759 -2.6300 9.8980
H43 2.3146 -0.9359 10.3307
H44 4.3969 -1.7504 9.3716
H45 3.6815 -0.6225 8.2163
Cl13 -1.7608 -2.7729 -5.9959
C26 -2.7462 -1.5033 -6.7626
C27 -2.7685 -1.6312 -8.2679
Cl14 -1.1852 -1.2596 -8.9962
H46 -2.3548 -0.5364 -6.4485
H47 -3.7574 -1.6061 -6.3681
H48 -3.4838 -0.9236 -8.6881
H49 -3.0572 -2.6335 -8.5804
Cl15 5.3272 -4.9533 -6.0416
C28 4.7691 -5.3839 -7.6791
C29 5.0067 -4.2710 -8.6730
Cl16 3.9620 -2.8606 -8.3639
H50 3.7138 -5.6472 -7.6182
H51 5.3254 -6.2719 -7.9797
H52 4.7772 -4.6201 -9.6801
H53 6.0420 -3.9337 -8.6577
Cl17 3.6991 3.3573 -6.1710
C30 5.2116 2.4293 -6.0098
C31 5.1907 1.1776 -6.8507
Cl18 4.0211 -0.0110 -6.2282
H54 5.3578 2.2013 -4.9547
H55 6.0239 3.0806 -6.3327
H56 6.1719 0.7023 -6.8327
H57 4.9364 1.3924 -7.8877
Cl19 5.8932 -5.4859 12.3946
C32 5.5608 -5.0509 10.7008
C33 6.5151 -3.9992 10.1846
Cl20 6.2502 -2.4119 10.9562
H58 4.5253 -4.7192 10.6341
H59 5.6654 -5.9630 10.1130
H60 6.3656 -3.8587 9.1133
H61 7.5530 -4.2840 10.3486
Cl21 -0.3585 4.6742 7.8328
C34 1.0765 4.8752 6.7966
C35 0.9056 5.9938 5.7942
Cl22 -0.3086 5.5993 4.5499
H62 1.2725 3.9233 6.3042
H63 1.9153 5.0968 7.4565
H64 1.8472 6.1698 5.2736
H65 0.6047 6.9229 6.2755

Cartesian forces (eV/Å) of the 6 atoms listed first:
0.223 -0.095 -0.799
-0.787 -0.180 -0.852
3.192 1.103 -2.259
0.245 0.148 1.983
-0.670 -0.437 1.872
-1.307 -0.488 0.491

Properties
Gap between HOMO and LUMO (eV): 8.1
E_HOMO (eV): -10.30
Strongest force on any atom (eV/Å): 4.595
Calculated total energy (eV): -326597.181
Charge: +1